No. 1
# C62H138N14O19

A 19-piece molecular cluster, C62H138N14O19 overall (the ωB97M-V functional and the def2-TZVPD basis, the OMol25 dataset).

CARTESIAN COORDINATES (ANGSTROEM)
1 C 6.720 0.871 2.844
2 O 6.923 2.032 3.197
3 N 6.723 0.453 1.572
4 C 6.296 -0.895 1.282
5 C 6.926 1.328 0.423
6 H 6.395 0.118 3.579
7 H 5.374 -0.920 0.701
8 H 6.074 -1.408 2.217
9 H 6.982 -1.579 0.781
10 H 7.261 0.721 -0.418
11 H 5.963 1.720 0.099
12 H 7.631 2.151 0.540
13 C 3.334 1.448 4.511
14 O 2.959 0.768 3.542
15 N 2.881 2.669 4.794
16 C 3.387 3.449 5.900
17 C 1.956 3.331 3.929
18 H 4.158 1.064 5.132
19 H 4.274 2.977 6.321
20 H 2.672 3.699 6.683
21 H 3.649 4.466 5.608
22 H 2.486 3.982 3.235
23 H 1.470 2.631 3.250
24 H 1.292 3.970 4.512
25 C -5.331 -3.136 -0.953
26 O -5.437 -2.028 -0.374
27 N -4.313 -3.382 -1.820
28 C -4.038 -4.784 -2.150
29 C -3.216 -2.452 -2.261
30 H -5.991 -4.002 -0.787
31 H -4.405 -4.985 -3.156
32 H -4.662 -5.437 -1.539
33 H -2.977 -5.003 -2.036
34 H -2.420 -2.543 -1.523
35 H -2.902 -2.727 -3.268
36 H -3.468 -1.393 -2.210
37 C -0.587 -5.726 2.668
38 O 0.483 -6.304 2.654
39 N -0.798 -4.761 1.725
40 C -2.214 -4.332 1.537
41 C 0.072 -4.419 0.572
42 H -1.440 -5.916 3.338
43 H -2.760 -4.243 2.477
44 H -2.775 -5.000 0.883
45 H -2.289 -3.304 1.183
46 H 0.294 -3.352 0.593
47 H 0.984 -5.012 0.644
48 H -0.374 -4.644 -0.397
49 C 3.395 -3.674 -2.903
50 O 2.769 -4.552 -3.500
51 N 4.636 -3.239 -3.341
52 C 5.417 -2.291 -2.524
53 C 5.274 -3.744 -4.533
54 H 3.083 -3.191 -1.964
55 H 6.438 -2.618 -2.325
56 H 5.009 -2.247 -1.515
57 H 5.342 -1.261 -2.872
58 H 6.136 -4.384 -4.344
59 H 4.562 -4.412 -5.016
60 H 5.730 -2.982 -5.166
61 C -4.215 -0.770 2.377
62 O -3.505 0.232 2.195
63 N -4.066 -1.711 3.369
64 C -5.082 -2.670 3.695
65 C -2.992 -1.544 4.399
66 H -5.161 -0.920 1.834
67 H -5.633 -2.898 2.782
68 H -5.776 -2.367 4.479
69 H -4.546 -3.558 4.028
70 H -2.365 -2.436 4.397
71 H -2.427 -0.615 4.323
72 H -3.492 -1.584 5.367
73 C 0.960 5.974 -3.786
74 O 1.445 6.768 -2.912
75 N 0.330 4.834 -3.573
76 C -0.146 4.079 -4.686
77 C 0.179 4.220 -2.258
78 H 1.127 6.250 -4.839
79 H 0.583 3.326 -4.982
80 H -0.443 4.671 -5.552
81 H -1.045 3.472 -4.580
82 H 0.115 4.914 -1.420
83 H -0.782 3.705 -2.269
84 H 0.911 3.438 -2.059
85 C 0.548 -6.965 -3.304
86 O -0.610 -6.669 -3.449
87 N 1.015 -8.105 -3.785
88 C 2.400 -8.423 -3.737
89 C 0.080 -9.029 -4.448
90 H 1.284 -6.352 -2.761
91 H 2.903 -7.729 -3.064
92 H 2.952 -8.469 -4.676
93 H 2.553 -9.415 -3.311
94 H -0.866 -8.567 -4.729
95 H 0.603 -9.397 -5.330
96 H -0.203 -9.918 -3.885
97 C 0.991 5.869 1.465
98 O 0.320 4.848 1.275
99 N 0.798 6.622 2.566
100 C 1.712 7.725 2.892
101 C -0.115 6.185 3.626
102 H 1.726 6.258 0.743
103 H 2.445 8.054 2.156
104 H 2.257 7.515 3.813
105 H 1.081 8.607 2.998
106 H -0.816 6.996 3.825
107 H -0.671 5.280 3.380
108 H 0.558 6.077 4.476
109 C 6.155 -5.315 1.080
110 O 6.864 -4.298 0.916
111 N 4.768 -5.289 1.295
112 C 3.936 -6.534 1.474
113 C 4.008 -4.071 1.330
114 H 6.590 -6.326 1.046
115 H 4.410 -7.358 0.939
116 H 2.936 -6.302 1.106
117 H 3.866 -6.784 2.532
118 H 3.615 -4.032 2.346
119 H 4.486 -3.132 1.047
120 H 3.168 -4.156 0.641
121 C -3.135 1.721 -3.172
122 O -1.976 1.355 -3.001
123 N -4.061 1.665 -2.169
124 C -3.703 1.237 -0.855
125 C -5.433 2.183 -2.311
126 H -3.548 2.167 -4.090
127 H -2.838 0.591 -0.707
128 H -4.561 0.719 -0.425
129 H -3.591 2.135 -0.247
130 H -5.791 2.743 -1.447
131 H -5.556 2.721 -3.251
132 H -6.091 1.316 -2.366
133 C -3.295 7.054 -3.000
134 O -3.684 6.641 -4.081
135 N -3.400 6.336 -1.865
136 C -2.750 6.722 -0.675
137 C -4.047 4.995 -1.892
138 H -2.732 7.994 -2.895
139 H -2.474 7.770 -0.799
140 H -1.810 6.224 -0.440
141 H -3.297 6.691 0.267
142 H -3.800 4.280 -1.108
143 H -5.117 5.190 -1.816
144 H -3.868 4.484 -2.838
145 C 1.745 -0.649 0.514
146 O 2.323 -1.462 -0.178
147 N 0.457 -0.402 0.321
148 C -0.370 -1.015 -0.652
149 C -0.156 0.576 1.143
150 H 2.260 -0.043 1.276
151 H 0.033 -1.876 -1.186
152 H -0.658 -0.425 -1.523
153 H -1.220 -1.493 -0.166
154 H -0.883 0.046 1.758
155 H 0.519 1.123 1.802
156 H -0.711 1.315 0.566
157 C 3.382 1.462 -2.195
158 O 4.036 0.976 -3.166
159 N 3.672 2.688 -1.646
160 C 3.075 3.100 -0.416
161 C 4.967 3.396 -2.049
162 H 2.457 1.014 -1.800
163 H 3.162 4.184 -0.345
164 H 3.520 2.729 0.507
165 H 2.042 2.789 -0.266
166 H 5.716 3.193 -1.283
167 H 5.375 3.019 -2.986
168 H 4.873 4.481 -2.075
169 C 2.483 -3.813 4.543
170 C 2.615 -2.263 4.658
171 C 1.338 -1.937 5.328
172 O 0.953 -3.009 6.155
173 C 1.684 -4.187 5.799
174 H 3.455 -4.290 4.418
175 H 1.939 -4.057 3.630
176 H 2.696 -1.700 3.728
177 H 3.399 -1.995 5.366
178 H 0.561 -1.851 4.568
179 H 1.526 -1.001 5.854
180 H 0.993 -5.025 5.709
181 H 2.389 -4.381 6.608
182 C -3.490 -1.499 -7.138
183 C -3.996 -2.425 -6.060
184 C -4.914 -1.550 -5.298
185 O -4.195 -0.320 -5.242
186 C -3.398 -0.183 -6.341
187 H -4.153 -1.496 -8.004
188 H -2.538 -1.855 -7.532
189 H -3.205 -2.864 -5.451
190 H -4.515 -3.214 -6.605
191 H -5.019 -2.015 -4.318
192 H -5.916 -1.360 -5.684
193 H -2.389 0.094 -6.035
194 H -3.870 0.594 -6.941
195 C -5.498 4.793 1.765
196 C -4.132 4.509 2.413
197 C -4.066 5.463 3.593
198 O -5.388 6.167 3.558
199 C -6.369 5.364 2.919
200 H -5.939 3.875 1.377
201 H -5.369 5.416 0.881
202 H -3.241 4.433 1.791
203 H -4.197 3.480 2.768
204 H -3.352 6.282 3.511
205 H -3.881 4.864 4.485
206 H -7.198 5.934 2.501
207 H -6.808 4.681 3.647
208 C 1.329 -0.005 -4.477
209 C 1.832 -1.348 -5.027
210 C 1.019 -1.576 -6.333
211 O 0.323 -0.361 -6.536
212 C 0.030 0.166 -5.298
213 H 1.953 0.887 -4.523
214 H 0.950 -0.005 -3.455
215 H 1.521 -2.079 -4.280
216 H 2.913 -1.335 -5.164
217 H 0.305 -2.400 -6.312
218 H 1.660 -1.895 -7.155
219 H -0.780 -0.315 -4.749
220 H -0.286 1.207 -5.364
221 C -2.762 2.122 5.417
222 C -1.324 2.649 5.159
223 C -0.492 1.409 5.548
224 O -1.333 0.597 6.439
225 C -2.579 1.265 6.632
226 H -3.149 1.550 4.575
227 H -3.470 2.946 5.509
228 H -1.252 3.611 5.668
229 H -1.199 2.864 4.098
230 H 0.346 1.735 6.164
231 H -0.415 0.841 4.620
232 H -2.585 1.871 7.537
233 H -3.347 0.502 6.764

Forces on atoms 1 to 6 (eV/Å):
C -0.461 1.737 0.315
O 0.091 -0.660 -0.166
N 0.608 -0.594 -0.478
C -0.614 -0.916 0.301
C -0.324 -0.252 -0.319
H 0.281 -0.243 -0.180

Its max |F| is 4.40 eV Å⁻¹. For the lowest unoccupied orbital energy, the calculation gives 0.0089 hartree. The HOMO energy is -8.842 eV. As for the HOMO-LUMO gap: 9.08 eV. The total charge is 0.

No. 2
# C16H17ClN2O

One molecule with the formula C16H17ClN2O (the ωB97M-V functional and the def2-TZVPD basis, the OMol25 dataset).

CARTESIAN COORDINATES (ANGSTROEM)
1 C -3.402 4.116 -1.330
2 H -2.788 4.492 -2.146
3 H -4.348 3.776 -1.744
4 H -3.604 4.935 -0.645
5 C -2.692 2.972 -0.609
6 C -2.502 1.787 -1.561
7 H -3.475 1.349 -1.793
8 H -2.073 2.138 -2.502
9 C -1.603 0.719 -0.951
10 C -0.279 1.267 -0.549
11 C 0.726 0.504 -0.049
12 C 1.946 1.107 0.323
13 N 2.954 1.560 0.639
14 C 0.618 -0.972 0.135
15 O -0.390 -1.594 -0.135
16 N 1.759 -1.536 0.636
17 C 2.011 -2.873 0.940
18 C 1.084 -3.892 0.741
19 C 1.416 -5.193 1.070
20 C 2.657 -5.507 1.596
21 C 3.573 -4.485 1.791
22 C 3.266 -3.177 1.470
23 H 3.994 -2.395 1.629
24 Cl 5.132 -4.846 2.447
25 H 2.913 -6.522 1.852
26 H 0.693 -5.979 0.913
27 H 0.115 -3.660 0.333
28 H 2.532 -0.910 0.826
29 C -0.143 2.745 -0.692
30 H -0.127 2.999 -1.755
31 C -1.341 3.433 -0.025
32 H -1.302 3.218 1.044
33 H -1.232 4.512 -0.144
34 H 0.788 3.103 -0.250
35 H -1.461 -0.111 -1.648
36 H -2.082 0.278 -0.072
37 H -3.333 2.642 0.215

Forces on atoms 1 to 6 (eV/Å):
C -0.008 -0.216 0.234
H 0.083 0.067 -0.113
H -0.117 0.020 -0.086
H -0.030 0.132 0.023
C -0.124 0.102 -0.257
C -0.024 0.026 0.327

Its max |F| is 1.09 eV Å⁻¹. For the lowest unoccupied orbital energy, the calculation gives -0.0005 hartree. The HOMO energy is -8.728 eV. Its SMILES is CC1CCC(=C(C#N)C(=O)Nc2cccc(Cl)c2)CC1. As for the HOMO-LUMO gap: 8.71 eV. The total charge is 0.

No. 3
# C2H3F4N4O2

C2H3F4N4O2 as an isolated structure (the ωB97M-V functional and the def2-TZVPD basis, the OMol25 dataset).

CARTESIAN COORDINATES (ANGSTROEM)
1 C -0.775 0.536 0.746
2 C 0.525 -0.549 -0.417
3 N -0.017 -0.577 -1.693
4 N -0.369 0.547 2.003
5 N 0.613 -1.794 0.151
6 N 0.201 0.382 -2.576
7 O 0.833 1.402 -2.273
8 O -0.215 0.169 -3.667
9 F 0.654 1.420 2.269
10 F -1.463 1.433 2.978
11 F 1.398 -1.843 1.276
12 F -0.576 -2.280 0.668
13 H -0.832 1.394 0.175
14 H -1.469 -0.134 0.535
15 H 1.492 -0.106 -0.176

Forces on atoms 1 to 6 (eV/Å):
C 3.648 1.153 -1.195
C -0.545 3.538 -0.848
N -0.471 -1.809 2.141
N -0.233 -0.749 3.378
N -0.290 -3.580 0.303
N 1.532 0.378 2.577

Its max |F| is 4.39 eV Å⁻¹. For the lowest unoccupied orbital energy (alpha / beta), the calculation gives 0.1009 / 0.1009 hartree. The HOMO energy (alpha / beta) is -5.253 / -5.252 eV. As for the HOMO-LUMO gap (alpha / beta): 8.00 / 8.00 eV. The total charge is -1.

No. 4
# C34H38AsN3O2RhSSi2

C34H38AsN3O2RhSSi2 as an isolated structure (the ωB97M-V functional and the def2-TZVPD basis, the OMol25 dataset).

CARTESIAN COORDINATES (ANGSTROEM)
1 Rh -0.093 0.493 -0.862
2 C -3.231 -1.298 -1.135
3 Si -2.397 0.222 -0.357
4 C -3.127 0.168 1.418
5 C -3.268 1.761 -1.090
6 C -4.630 2.016 -0.899
7 C -5.234 3.159 -1.399
8 C -4.472 4.076 -2.115
9 C -3.124 3.832 -2.316
10 C -2.502 2.687 -1.806
11 Si -0.627 2.405 -2.042
12 C 0.184 3.970 -1.330
13 C -0.331 2.539 -3.904
14 H -4.275 -1.367 -0.814
15 H -2.723 -2.219 -0.835
16 H -3.206 -1.242 -2.219
17 H -4.161 -0.179 1.337
18 H -3.153 1.142 1.909
19 H -2.606 -0.529 2.081
20 H -5.239 1.304 -0.349
21 H -6.290 3.337 -1.232
22 H -4.929 4.977 -2.509
23 H -2.540 4.553 -2.881
24 H -0.145 4.842 -1.903
25 H 1.274 3.924 -1.391
26 H -0.090 4.131 -0.288
27 H -0.406 3.588 -4.205
28 H -1.071 1.957 -4.447
29 H 0.661 2.178 -4.185
30 S 2.326 0.368 -1.606
31 C 3.075 -1.177 -1.253
32 C 4.337 -1.424 -1.820
33 C 5.028 -2.593 -1.572
34 C 4.484 -3.571 -0.745
35 C 3.239 -3.350 -0.180
36 C 2.537 -2.174 -0.424
37 As 0.807 -1.826 0.383
38 C 1.450 -0.937 2.016
39 C 2.773 -0.549 2.194
40 C 3.158 0.141 3.337
41 C 2.225 0.449 4.316
42 C 0.903 0.056 4.151
43 C 0.523 -0.631 3.009
44 C 0.407 -3.566 1.185
45 C -0.301 -4.459 0.382
46 C -0.651 -5.714 0.858
47 C -0.306 -6.085 2.150
48 C 0.395 -5.200 2.957
49 C 0.750 -3.946 2.478
50 H 4.758 -0.665 -2.468
51 H 5.997 -2.747 -2.032
52 H 5.021 -4.490 -0.546
53 H 2.810 -4.106 0.467
54 H 3.504 -0.769 1.425
55 H 4.193 0.439 3.461
56 H 2.524 0.997 5.201
57 H 0.166 0.296 4.907
58 H -0.515 -0.924 2.881
59 H -0.576 -4.166 -0.627
60 H -1.199 -6.398 0.222
61 H -0.582 -7.062 2.528
62 H 0.669 -5.484 3.965
63 H 1.305 -3.267 3.114
64 C -1.587 -1.004 -4.510
65 O -1.353 -0.161 -3.389
66 C -0.529 -0.680 -2.414
67 O -0.125 -1.818 -2.560
68 H -2.115 -0.393 -5.241
69 H -2.200 -1.865 -4.233
70 H -0.650 -1.373 -4.927
71 N 3.255 3.767 2.034
72 C 1.968 3.272 1.951
73 C 1.669 2.265 1.019
74 N 0.445 1.785 0.890
75 C -0.501 2.319 1.687
76 C -0.193 3.310 2.585
77 N 1.043 3.799 2.736
78 H 3.981 3.135 1.738
79 H 3.448 4.242 2.901
80 H 2.435 1.835 0.382
81 H -1.505 1.942 1.587
82 H -0.967 3.729 3.217

Forces on atoms 1 to 6 (eV/Å):
Rh 0.447 -1.500 0.358
C 0.032 -0.053 0.183
Si 0.068 0.664 -0.654
C 0.198 -0.126 0.072
C -0.140 -0.178 0.168
C -0.050 -0.039 -0.025

Its max |F| is 1.61 eV Å⁻¹. For the lowest unoccupied orbital energy, the calculation gives 0.0953 hartree. The HOMO energy is -4.255 eV. As for the HOMO-LUMO gap: 6.85 eV. The total charge is -1.